Record 1
Formula: C17H11Co2N2O6
Source: OMol25
Level of theory: wB97M-V/def2-TZVPD

Max |F| (eV/A): 5.4
Charge: -1
Relative energy (zero: lowest compared OMol25 entry of this formula, charge and spin) (kJ/mol): 115.9
Total energy (eV): -108324.145

Geometry as XYZ:
```
38
C17H11Co2N2O6, DFT wB97M-V/def2-TZVPD
C -2.59 3.44 -2.16
N -2.05 2.10 -2.04
C -1.61 1.51 -0.89
N -1.22 0.26 -1.13
C -1.42 0.00 -2.48
C -1.95 1.16 -3.07
C -2.30 1.28 -4.40
C -2.08 0.16 -5.22
C -1.54 -1.02 -4.67
C -1.20 -1.11 -3.31
H -2.84 3.61 -3.20
H -3.49 3.54 -1.54
H -1.84 4.18 -1.83
H -1.60 2.05 0.05
H -2.72 2.21 -4.78
H -2.32 0.20 -6.28
H -1.39 -1.87 -5.34
H -0.78 -2.01 -2.87
O 1.86 2.62 4.65
C 2.17 1.54 4.38
Co 2.57 -0.10 3.89
C 3.65 0.24 2.55
O 4.37 0.46 1.67
C 3.59 -0.51 5.26
O 4.26 -0.76 6.17
C 0.75 -0.74 3.34
C 0.32 -0.83 2.01
C -0.49 -0.35 1.05
Co 1.46 -2.10 2.44
C 2.34 -1.97 0.90
O 2.93 -1.88 -0.09
C 0.45 -3.57 2.11
O -0.07 -4.56 1.87
C 2.78 -2.78 3.50
O 3.61 -3.43 3.97
H 0.07 -0.64 4.19
H -0.72 -0.95 0.17
H -0.96 0.63 1.15
```


Record 2
Formula: C25H40N4O7
Source: OMol25
Level of theory: wB97M-V/def2-TZVPD

Max |F| (eV/A): 1.4
SMILES: O=C1C=C(CCCO)C(=O)c2ccccc21.CNC(C)=O.CNC(C)=O.CNC(C)=O.CNC(C)=O
Total energy (eV): -46867.576

Geometry as XYZ:
```
76
C25H40N4O7, DFT wB97M-V/def2-TZVPD
O -1.74 0.55 4.28
C -2.08 0.75 3.14
C -3.21 1.68 2.76
C -3.11 2.41 1.65
C -4.19 3.34 1.15
C -5.13 2.48 0.23
C -6.16 1.68 1.02
O -6.84 0.71 0.23
C -1.85 2.28 0.83
O -1.33 3.23 0.28
C -1.27 0.88 0.80
C -0.69 0.37 -0.34
C -0.22 -0.92 -0.29
C -0.32 -1.69 0.85
C -0.90 -1.17 1.99
C -1.39 0.12 1.95
H -4.08 1.72 3.41
H -4.82 3.71 1.96
H -3.75 4.15 0.57
H -4.47 1.75 -0.27
H -5.57 3.09 -0.57
H -6.94 2.33 1.44
H -5.66 1.15 1.85
H -6.35 -0.12 0.25
H -0.63 0.99 -1.23
H 0.22 -1.35 -1.18
H 0.05 -2.71 0.85
H -0.99 -1.73 2.91
C -2.63 0.30 -4.59
C -2.62 -0.96 -3.76
O -3.26 -1.06 -2.73
N -1.86 -2.00 -4.21
C -1.05 -2.06 -5.41
H -3.27 1.04 -4.11
H -1.62 0.72 -4.67
H -3.02 0.10 -5.59
H -1.90 -2.81 -3.61
H -1.40 -2.87 -6.04
H -0.01 -2.26 -5.12
H -1.09 -1.13 -5.97
C 4.13 1.55 0.32
C 3.25 0.34 0.38
O 2.85 -0.24 -0.62
N 2.89 -0.11 1.61
C 3.26 0.44 2.90
H 4.33 1.80 -0.72
H 3.64 2.40 0.79
H 5.07 1.36 0.82
H 2.30 -0.93 1.59
H 3.79 -0.32 3.48
H 2.36 0.72 3.44
H 3.90 1.31 2.80
C 7.46 3.85 0.57
C 6.93 3.32 1.88
O 5.74 3.07 2.04
N 7.82 3.12 2.88
C 9.25 3.35 2.87
H 6.63 3.96 -0.13
H 7.92 4.83 0.71
H 8.19 3.16 0.14
H 7.40 2.76 3.73
H 9.77 2.42 3.09
H 9.50 4.08 3.65
H 9.59 3.73 1.91
C -2.21 -5.68 -2.72
C -1.99 -4.69 -1.60
O -1.36 -3.65 -1.75
N -2.51 -5.00 -0.38
C -3.27 -6.17 -0.01
H -1.73 -5.30 -3.62
H -1.76 -6.64 -2.48
H -3.27 -5.80 -2.92
H -2.33 -4.30 0.32
H -4.25 -5.86 0.36
H -2.75 -6.69 0.80
H -3.40 -6.85 -0.84
```


Record 3
Formula: C35H68BF7NO19P2S
Source: OMol25
Level of theory: wB97M-V/def2-TZVPD

Max |F| (eV/A): 8.2
Charge: -1
Total energy (eV): -126886.979

Geometry as XYZ:
```
134
C35H68BF7NO19P2S, DFT wB97M-V/def2-TZVPD
C 2.80 -4.18 -0.03
C 3.25 -4.68 -1.57
C 4.36 -3.66 -2.10
C 1.97 -5.15 -2.36
P 1.21 -4.22 -3.82
S 0.81 -6.27 -4.52
O 0.12 -3.85 -5.11
B 0.28 -2.69 -5.89
O 1.40 -1.84 -6.31
O -0.99 -2.28 -6.63
P 2.97 -4.43 -5.13
O 3.89 -3.17 -5.23
O 2.65 -4.95 -6.75
O 4.01 -5.74 -4.50
O -0.29 -4.52 -2.94
C -0.66 -3.19 -2.36
O -1.15 -3.68 -1.04
C -2.58 -4.05 -1.11
C -3.18 -4.56 0.36
C -4.63 -5.28 0.01
O -3.51 -3.32 1.14
C 0.41 -1.94 -2.42
C 1.15 -1.43 -1.01
C 2.68 -0.87 -1.21
C 3.32 -0.40 0.20
C 2.44 -0.53 1.53
N 1.05 -0.99 1.79
C 0.51 -1.40 0.47
C -0.15 -0.44 -2.91
F 0.08 0.63 -1.87
F 0.66 0.10 -4.07
C -1.77 -0.33 -3.12
F -2.55 -0.76 -1.90
F -2.32 -1.03 -4.30
C -2.29 1.25 -3.31
F -1.50 2.04 -4.27
F -2.54 1.93 -2.00
F -3.66 1.10 -3.93
O 1.51 -2.56 -3.26
H 1.66 -3.95 0.05
H 3.38 -3.23 0.33
H 3.02 -5.02 0.78
H 3.88 -5.67 -1.29
H 4.97 -3.25 -1.16
H 5.19 -4.23 -2.75
H 4.04 -2.73 -2.71
H 2.18 -6.27 -2.74
H 1.12 -5.33 -1.54
H -0.19 -6.77 -3.67
H 1.95 -1.48 -5.57
H -1.03 -1.28 -6.59
H 1.69 -5.08 -6.97
H 4.91 -5.56 -4.92
H -1.71 -3.07 -2.91
H -2.70 -4.99 -1.84
H -3.29 -3.16 -1.43
H -2.42 -5.26 0.91
H -4.95 -4.96 -1.10
H -4.56 -6.45 0.00
H -5.51 -4.91 0.71
H -4.24 -3.51 1.80
H 3.26 -0.77 -2.22
H 4.41 0.03 0.23
H 3.01 -0.19 2.53
H -0.63 -1.74 0.54
C -4.32 0.63 3.24
O -5.69 0.74 2.87
C -6.05 0.03 1.70
C -7.16 -1.00 1.92
O -6.92 -2.06 2.85
C -6.68 -1.71 4.21
C -7.79 -0.97 4.98
O -8.10 0.30 4.42
C -9.46 0.47 4.05
H -3.79 1.53 2.93
H -4.27 0.55 4.33
H -3.84 -0.26 2.81
H -5.18 -0.45 1.23
H -6.43 0.78 0.98
H -7.34 -1.50 0.96
H -8.10 -0.52 2.16
H -5.73 -1.19 4.30
H -6.52 -2.67 4.73
H -7.44 -0.80 6.00
H -8.68 -1.62 5.05
H -9.99 -0.48 3.91
H -9.49 1.01 3.10
H -9.97 1.08 4.81
C 8.05 0.27 0.83
O 7.39 1.44 0.34
C 7.61 2.61 1.12
C 8.24 3.76 0.33
O 9.53 3.55 -0.26
C 9.64 2.53 -1.26
C 8.80 2.66 -2.54
O 7.40 2.64 -2.29
C 6.70 3.78 -2.77
H 7.32 -0.35 1.36
H 8.42 -0.29 -0.03
H 8.90 0.50 1.48
H 8.21 2.40 2.02
H 6.63 2.94 1.47
H 8.38 4.59 1.03
H 7.56 4.14 -0.42
H 9.51 1.55 -0.79
H 10.70 2.55 -1.56
H 9.03 1.80 -3.18
H 9.11 3.56 -3.09
H 7.35 4.64 -2.94
H 5.95 4.05 -2.03
H 6.18 3.52 -3.70
C -1.09 8.33 2.65
O -2.14 7.37 2.50
C -1.78 6.22 1.76
C -1.95 4.91 2.54
O -1.20 4.74 3.74
C -1.43 5.65 4.82
C -2.84 5.71 5.43
O -3.83 6.13 4.49
C -4.91 5.21 4.32
H -1.25 9.15 1.94
H -1.14 8.74 3.66
H -0.10 7.90 2.50
H -0.76 6.28 1.36
H -2.46 6.18 0.90
H -1.64 4.10 1.88
H -3.00 4.70 2.74
H -1.08 6.64 4.53
H -0.75 5.33 5.62
H -2.83 6.46 6.23
H -3.09 4.75 5.88
H -4.66 4.20 4.65
H -5.16 5.18 3.26
H -5.78 5.57 4.87
```


Record 4
Formula: C10H8N2
Source: OMol25
Level of theory: wB97M-V/def2-TZVPD

Max |F| (eV/A): 11.5
SMILES: c1ccc(-c2ncccn2)cc1
Relative energy (zero: lowest compared OMol25 entry of this formula, charge and spin) (kJ/mol): 193.1
Total energy (eV): -13477.680

Geometry as XYZ:
```
20
C10H8N2, DFT wB97M-V/def2-TZVPD
C -1.52 -0.76 3.11
C -0.08 -0.86 2.95
C 0.43 -0.61 1.69
C -0.34 -0.18 0.61
C -1.63 0.03 0.82
C -2.26 -0.28 1.99
C 0.34 0.20 -0.71
C 2.02 -0.20 -2.12
C 1.45 0.75 -3.08
C 0.29 1.32 -2.66
H -2.08 -0.99 4.06
H 0.48 -1.08 3.84
H 1.28 -0.60 1.41
H -2.22 0.32 -0.08
H -3.26 -0.22 2.00
H 3.02 -0.87 -2.34
H 1.96 0.72 -4.02
H -0.09 2.20 -3.19
N 1.52 -0.50 -0.99
N -0.28 1.07 -1.48
```


Record 5
Formula: C25H34BCrF6N8O4S3Si
Source: OMol25
Level of theory: wB97M-V/def2-TZVPD

Max |F| (eV/A): 0.4
Relative energy (zero: lowest compared OMol25 entry of this formula, charge and spin) (kJ/mol): 0.0
Spin multiplicity: 4
Total energy (eV): -132379.704

Geometry as XYZ:
```
83
C25H34BCrF6N8O4S3Si, DFT wB97M-V/def2-TZVPD
Cr 0.98 0.39 -0.54
C 1.23 -3.07 0.19
C 1.36 -2.05 1.27
C 1.49 -2.28 2.64
C 1.51 -1.03 3.23
C 1.61 -0.67 4.68
N 1.43 -0.12 2.26
N 1.33 -0.73 1.06
B 1.44 1.42 2.33
N 0.14 1.98 1.72
N -0.15 1.72 0.43
C -1.32 2.30 0.14
C -2.03 2.18 -1.16
C -1.77 2.97 1.28
C -0.82 2.73 2.26
C -0.80 3.18 3.68
N 2.60 1.90 1.44
N 2.69 1.50 0.14
C 3.87 1.96 -0.31
C 4.42 1.77 -1.68
C 4.52 2.66 0.70
C 3.69 2.60 1.80
C 3.88 3.16 3.17
H 1.23 -4.07 0.64
H 0.29 -2.94 -0.35
H 2.05 -3.00 -0.52
H 1.53 -3.24 3.13
H 1.65 -1.58 5.28
H 2.50 -0.08 4.88
H 0.74 -0.09 4.99
H 1.57 1.79 3.45
H -1.37 1.90 -1.97
H -2.82 1.42 -1.07
H -2.51 3.13 -1.40
H -2.68 3.53 1.38
H -1.69 3.77 3.89
H -0.80 2.32 4.36
H 0.08 3.78 3.90
H 3.99 0.91 -2.18
H 4.26 2.65 -2.29
H 5.49 1.60 -1.61
H 5.48 3.15 0.63
H 4.80 3.74 3.19
H 3.06 3.81 3.45
H 3.96 2.37 3.91
F 1.05 -3.10 -2.95
C 1.85 -2.56 -3.86
F 2.84 -3.41 -4.10
F 1.17 -2.36 -4.98
S 2.59 -0.95 -3.22
O 2.18 -0.86 -1.81
O 3.99 -1.08 -3.45
N 1.86 0.11 -4.12
S 1.45 1.55 -3.67
O 0.86 1.56 -2.32
O 2.35 2.60 -3.98
C 0.00 1.83 -4.79
F -0.87 0.83 -4.73
F 0.43 1.96 -6.03
F -0.60 2.95 -4.40
C -4.19 -4.25 0.32
Si -4.36 -2.37 0.38
C -4.65 -1.91 2.17
C -5.90 -1.84 -0.56
C -2.90 -1.72 -0.64
C -2.98 -1.99 -1.98
C -1.96 -1.58 -2.85
C -0.89 -0.94 -2.30
N -0.75 -0.65 -0.99
C -1.75 -1.02 -0.11
S -1.71 -0.68 1.54
H -5.03 -4.73 0.82
H -3.27 -4.55 0.82
H -4.16 -4.62 -0.71
H -5.59 -2.38 2.48
H -4.73 -0.84 2.31
H -3.85 -2.27 2.81
H -6.80 -2.19 -0.05
H -5.93 -2.24 -1.58
H -5.96 -0.76 -0.63
H -3.83 -2.51 -2.38
H -1.99 -1.76 -3.92
H -0.09 -0.61 -2.95
```